1.
ORCA calculation (ωB97M-V/def2-TZVPD) on a single C24H19N3O5S molecule.

The geometry in ORCA input format:
```
! wB97M-V def2-TZVPD RIJCOSX def2/J DEFGRID3
* xyz 0 1
H 2.171 -0.521 5.645
C 3.430 4.105 -6.080
C 2.398 -0.793 -1.378
O -1.048 -1.228 -1.089
C -4.179 -1.374 4.553
H -0.222 -1.549 -3.247
C -2.643 0.313 2.975
C -4.794 -0.502 3.658
H -0.488 -0.484 6.082
C 4.299 3.290 -5.377
C 3.833 2.154 -4.746
S 2.431 -0.630 0.387
C 0.818 0.173 -4.008
H 1.504 -1.859 -3.650
C 1.395 -0.561 4.906
H 0.113 4.512 -6.608
O -4.333 -3.046 6.212
H 5.348 3.542 -5.319
C -2.793 -1.413 4.649
C 2.481 1.828 -4.818
H 1.194 4.409 -7.997
H 2.495 -0.667 2.995
O 3.378 -0.751 -2.079
C 1.138 4.659 -6.937
O -0.201 0.663 -4.437
H 1.400 5.709 -6.827
N 2.069 0.658 -4.165
C 0.041 -0.553 5.151
C 1.610 2.648 -5.524
H -2.319 -2.102 5.331
H -5.871 -0.496 3.597
C 0.298 -0.658 2.943
H 0.564 2.393 -5.575
H 2.824 0.150 -3.710
N -0.624 -0.604 3.973
H -4.940 -3.600 6.727
H -4.496 1.021 2.186
C -0.093 -0.821 1.594
C 1.564 -0.628 3.524
C -2.024 -0.572 3.855
C 0.796 -1.151 -3.211
N 1.115 -0.969 -1.807
C 2.078 3.790 -6.158
H -2.043 0.989 2.385
C -4.024 0.337 2.875
H -1.148 -0.974 1.394
C -5.033 -2.253 5.387
C 0.116 -1.027 -0.837
O -6.237 -2.270 5.347
H 4.508 1.517 -4.192
H 3.801 4.993 -6.572
C 0.691 -0.831 0.490
*
```

Results
Kohn-Sham gap, eV: 7.7
SMILES string: Cc1cccc(NC(=O)CN2C(=O)S/C(=C\c3cccn3-c3cccc(C(=O)O)c3)C2=O)c1

2.
ORCA calculation (ωB97M-V/def2-TZVPD) on C24H19N4O8PdS as an isolated structure.

The geometry in ORCA input format:
```
! wB97M-V def2-TZVPD RIJCOSX def2/J DEFGRID3
* xyz -1 1
H 1.200 8.020 0.937
H 3.855 -3.104 0.017
O 1.714 -0.215 -0.187
C 0.524 7.548 -1.044
H -1.888 -3.325 -0.093
H 1.132 5.671 1.708
N 0.589 10.004 -1.853
O 2.958 -6.846 0.585
H -0.654 1.861 3.190
C 2.458 -0.785 0.722
N -0.671 -4.170 2.581
C 0.087 5.225 -1.479
C 2.512 -4.600 0.789
O 0.145 -1.452 1.937
C 0.125 6.534 -1.915
N -0.956 1.036 2.688
H -0.957 0.222 3.298
C 0.445 4.892 -0.166
C 0.864 -2.447 1.582
H 0.768 -0.969 -4.281
H -1.895 1.174 2.303
C -1.669 -0.108 -1.144
H -0.408 0.583 -2.724
H 1.068 -5.874 1.713
O 3.280 -0.247 1.443
C -4.626 -1.669 0.322
C 0.539 -3.805 1.858
O -1.673 -3.494 2.419
H -0.154 6.782 -2.930
C 2.125 -2.246 0.915
C -2.078 -1.208 -0.409
C 2.916 -3.281 0.521
O -0.678 -5.245 3.163
C -1.591 -2.476 -0.695
C 0.887 7.232 0.265
H -2.040 0.873 -0.875
C 0.847 5.921 0.695
O 4.365 -5.453 -0.256
C 0.561 8.912 -1.493
C -0.230 -1.534 -2.458
H -0.220 4.435 -2.150
C -0.761 -0.282 -2.177
H -5.426 -1.469 1.033
N 3.339 -5.709 0.354
C -0.671 -2.629 -1.718
Pd 0.319 0.535 1.180
C 0.400 3.537 0.278
H -4.838 -1.210 -0.642
H -0.258 -3.611 -1.919
C 0.370 2.376 0.628
H 0.891 -2.692 -3.890
S -3.129 -0.949 1.017
H 1.832 -1.503 -2.981
O -3.393 0.527 1.110
H -4.475 -2.744 0.223
C 1.352 -4.861 1.475
C 0.871 -1.687 -3.467
*
```

Results
Kohn-Sham gap, eV: 7.9

3.
ORCA calculation (ωB97M-V/def2-TZVPD) on C24H19N6O4STi as an isolated structure.

The geometry in ORCA input format:
```
! wB97M-V def2-TZVPD RIJCOSX def2/J DEFGRID3
* xyz -1 3
C 4.770 0.680 -3.333
C -2.724 0.190 -2.305
C -0.545 -0.016 3.971
C 4.994 1.438 -2.166
C 3.164 0.233 -1.067
H -1.589 -0.227 7.218
H -2.086 -1.186 5.018
C 0.325 1.077 4.073
O -3.456 -1.328 -0.295
H -1.960 -0.976 -3.912
C -0.040 1.193 6.427
H -0.449 -2.908 2.839
C 2.198 0.187 0.087
C -3.561 2.335 -2.842
C -0.988 0.175 6.361
H 5.685 2.258 -2.138
C -2.912 0.913 -4.619
N -3.698 3.184 -5.122
H 4.234 1.843 -0.184
O -0.945 -0.570 2.796
N -0.757 -2.422 0.856
H 2.279 -1.398 -2.151
Ti -0.310 -0.383 1.131
H -2.820 0.641 -5.656
H 3.604 -1.010 -4.165
C 3.044 -0.573 -2.167
H 0.772 -5.059 2.187
O -1.686 0.350 -0.011
C 0.567 1.730 5.314
C -3.296 1.344 -1.861
C -3.381 2.159 -4.243
H -3.032 3.371 -5.835
H -3.958 3.291 -2.481
H 1.507 2.509 3.032
C 0.557 -4.583 0.034
H 1.306 -5.283 -0.376
H 0.289 1.632 7.409
C 0.298 -4.418 1.433
C -2.467 -0.070 -3.684
C -1.275 -0.438 5.107
N 1.066 0.943 1.820
C 0.994 1.577 2.972
H -3.734 4.059 -4.627
H 1.211 2.604 5.308
N -1.204 -1.885 -1.373
C 3.790 -0.332 -3.340
H -3.550 1.522 -0.818
O 1.363 -0.832 0.163
H 5.327 0.884 -4.209
N 2.144 1.198 0.979
S -2.290 -0.824 -0.968
N -0.019 -3.867 -0.890
C 4.216 1.122 -1.037
C -0.652 -2.778 -0.457
C -0.321 -3.275 1.798
*
```

Results
Kohn-Sham gap (spin up / spin down), eV: 4.3 / 6.8
Expectation value of S²: 2.0424

4.
ORCA calculation (ωB97M-V/def2-TZVPD) on C24H20AsBrN4O4S10SbW as an isolated structure.

The geometry in ORCA input format:
```
! wB97M-V def2-TZVPD RIJCOSX def2/J DEFGRID3
* xyz -1 1
C 4.130 -2.655 -1.722
C 4.453 1.436 -1.051
H 5.247 1.836 -0.412
C -0.428 1.226 2.523
H 4.639 -3.449 -1.194
H 1.471 -0.009 4.016
W -0.898 -2.554 0.445
C -3.545 0.128 3.896
H -0.717 -0.535 3.636
H -3.475 -0.753 4.520
N -0.899 0.564 -1.380
C -3.725 2.407 2.201
C 2.806 -0.593 -3.076
S -3.836 -1.122 -3.150
H -4.513 3.359 -2.630
H -4.283 1.735 -3.325
C 2.204 -1.209 -1.961
H -5.667 0.291 4.017
H 1.396 0.649 -3.297
H 4.489 -0.565 -4.379
S 0.639 -5.842 3.889
C 2.886 -2.230 -1.295
H 2.424 -2.692 -0.431
C 4.704 -2.061 -2.843
C -3.783 2.581 -2.855
C 1.836 0.359 3.067
H 4.619 0.309 1.157
C 3.611 0.556 1.451
H -2.970 3.227 -4.759
N -1.082 0.367 3.363
C -2.494 1.814 2.467
O 0.756 2.398 0.208
C -2.655 3.113 -3.721
C -4.761 0.716 3.605
C -4.848 1.845 2.776
H -3.790 3.267 1.548
S 0.565 -2.458 2.319
H 4.537 1.865 -2.045
S -1.305 1.904 -3.693
As -0.023 -4.650 2.361
N -1.230 2.114 1.983
C -2.420 0.704 3.317
O 2.246 0.423 -3.748
S -5.404 -3.603 -0.408
H -5.822 2.273 2.574
C 2.801 1.320 0.631
S -2.109 -4.129 2.016
C -1.622 1.368 -2.047
S 0.571 -4.792 0.281
C 1.478 1.624 1.022
H 4.546 0.349 -1.115
S -1.688 -3.736 -1.406
O 0.373 -1.474 -0.460
Sb -3.760 -2.495 -1.400
S -2.623 -1.215 0.637
C 0.994 1.091 2.218
H -2.293 4.071 -3.349
Br 4.259 -0.919 3.794
H -0.137 2.513 0.610
C 0.885 -0.784 -1.478
H 5.672 -2.395 -3.196
O 3.176 1.815 -0.571
S -3.057 2.035 -1.294
C 3.122 0.104 2.675
C 4.052 -1.044 -3.513
N 0.273 0.207 -2.019
*
```

Results
Kohn-Sham gap, eV: 6.0

5.
ORCA calculation (ωB97M-V/def2-TZVPD) on C24H20AsBrN4O4S10SbW as an isolated structure.

The geometry in ORCA input format:
```
! wB97M-V def2-TZVPD RIJCOSX def2/J DEFGRID3
* xyz -1 1
C 1.843 1.339 2.952
H -5.912 3.363 3.902
H 2.946 -8.012 -3.769
N 3.140 -4.963 -0.289
S 0.538 3.958 0.144
S -1.639 -0.100 -0.215
Sb -1.616 -0.382 -2.561
O 1.034 -1.372 0.034
C 3.152 -1.115 2.969
H 1.602 -3.965 -4.346
H 1.787 1.103 4.016
H 3.521 -7.534 -1.400
C -3.216 4.051 -4.219
C -4.201 2.900 2.705
Br 5.315 -2.583 4.110
C -2.505 1.515 3.710
H 2.011 -2.447 -1.917
H 3.295 -0.476 3.827
C 2.852 -2.774 0.781
C 3.841 -3.054 1.727
As 2.418 3.585 -0.935
H 2.866 1.582 2.659
C 3.121 -6.765 -2.048
N -2.750 2.780 0.279
O -1.358 0.808 3.741
W -0.010 1.666 -0.431
H -0.892 0.875 2.891
C -4.963 2.849 3.853
C 2.041 -4.733 -3.726
C 2.768 -3.714 -0.366
S -4.114 3.928 -1.683
C -2.200 2.345 1.353
H 1.191 2.183 2.731
N 2.303 -3.360 -1.605
C 2.000 -1.685 0.927
S 4.076 4.499 -0.104
H -3.617 3.076 -4.497
S 2.322 1.378 -0.441
S 2.269 3.988 -3.014
S -1.670 3.762 -3.339
H -4.543 3.449 1.837
N -1.898 2.756 -0.854
C -2.968 2.251 2.613
H 0.652 -2.120 -0.455
O -0.949 1.944 1.402
C 2.911 -5.474 -1.564
C -4.483 2.128 4.946
O 1.343 0.253 2.171
C 2.259 -6.015 -4.191
C 3.974 -2.223 2.807
C -3.273 1.471 4.876
H -2.985 4.636 -5.109
C -4.140 4.787 -3.272
H -2.889 0.904 5.713
C -2.459 3.353 -1.852
C 2.795 -7.021 -3.363
H 2.003 -6.255 -5.215
H 4.481 -3.910 1.576
S -0.677 -2.418 -2.894
S -3.455 0.326 -3.628
S 0.211 1.325 -2.702
H -5.062 2.082 5.860
C 2.386 -4.492 -2.398
C 2.157 -0.836 2.045
H -3.811 5.817 -3.126
H -5.169 4.781 -3.630
*
```

Results
Kohn-Sham gap, eV: 4.8

6.
ORCA calculation (ωB97M-V/def2-TZVPD) on C24H20Br2N2OSTe4Zn as an isolated structure.

The geometry in ORCA input format:
```
! wB97M-V def2-TZVPD RIJCOSX def2/J DEFGRID3
* xyz 0 1
C 2.257 -2.440 -5.047
H -2.295 1.522 -3.762
O 0.118 -0.065 -2.023
C 1.543 0.042 4.144
C 1.187 0.089 2.798
C -0.776 -0.263 4.681
Te -4.070 1.077 0.815
C 2.168 0.301 1.721
H 2.038 1.440 -1.331
C 2.752 -1.279 -3.007
C -0.310 1.208 -4.514
Te -3.836 -1.164 -0.699
Br 0.987 -0.186 6.919
H -2.051 -0.229 2.954
H -1.400 -0.554 -5.113
C 0.552 -2.461 -3.201
C 3.538 0.131 1.906
C 0.547 -0.140 5.081
H 0.147 5.022 -4.075
H 2.567 0.193 4.450
H 1.718 1.203 -5.209
H -0.006 -3.117 -3.872
H 4.598 -0.189 -2.975
H 2.477 -0.999 -2.002
H 3.723 -2.275 -6.600
C 1.061 3.180 -4.689
C 0.899 1.811 -4.839
H 4.537 1.309 -1.104
N 1.669 0.702 0.542
H 2.005 3.642 -4.952
N -0.088 0.005 2.412
S -0.597 -1.033 -2.920
C 2.505 1.074 -0.422
C 3.939 -0.822 -3.557
C 3.880 0.995 -0.307
H -2.006 3.956 -3.493
C -1.033 -0.168 3.325
C 4.290 -1.170 -4.854
H 3.932 -0.269 2.828
H 1.604 -3.078 -5.631
H 0.376 -0.721 -5.148
C -1.191 3.358 -3.877
Zn -0.483 0.227 0.195
C 0.018 3.955 -4.204
H 5.213 -0.804 -5.284
Te -1.522 -2.234 0.240
C 1.885 -2.074 -3.754
C 3.452 -1.992 -5.591
C -0.466 -0.274 -4.625
C -1.354 1.992 -4.030
Te -1.795 2.436 0.214
H -1.575 -0.403 5.392
H 0.623 -2.930 -2.220
C 4.387 0.467 0.871
Br 6.253 0.200 1.055
*
```

Results
Kohn-Sham gap, eV: 5.6

7.
ORCA calculation (ωB97M-V/def2-TZVPD) on C24H20BrIO5Pt as an isolated structure.

The geometry in ORCA input format:
```
! wB97M-V def2-TZVPD RIJCOSX def2/J DEFGRID3
* xyz 0 1
C 1.981 0.355 -3.362
C -0.149 0.482 0.579
H -2.610 1.731 0.952
C 2.295 1.237 -4.383
H -4.232 4.691 -1.664
H -1.824 -0.948 2.176
C -0.413 1.141 -0.569
H -0.775 -3.853 2.765
Br 0.144 -2.768 -5.396
C -0.641 0.832 1.902
C -1.492 -0.018 2.627
Pt 0.979 -1.197 0.650
O 1.321 -3.279 4.674
H 2.780 2.172 -4.148
H 1.161 -0.557 -7.013
O 0.992 -1.634 3.199
H 1.703 -2.588 5.240
C 1.828 -4.205 0.850
H 0.166 0.915 -1.459
C -2.375 3.812 -2.283
C 1.028 -1.154 -4.966
C 1.375 -0.285 -5.991
C -1.394 2.884 -1.991
H -0.316 3.299 4.214
C -3.511 3.249 -0.249
C -2.530 2.326 0.054
C -3.444 3.993 -1.417
H -0.568 2.739 -2.679
C -0.653 2.376 3.763
H 1.780 -4.316 -0.238
H -4.336 3.392 0.434
C 3.053 -3.287 1.173
C 1.998 0.916 -5.698
H 1.998 -5.194 1.288
C 0.314 -3.883 2.628
C -0.231 2.037 2.495
C -1.935 0.346 3.883
H -2.309 4.404 -3.185
H 0.701 -4.853 2.962
H 2.249 0.584 -2.341
O 0.564 -3.684 1.261
I 0.878 -2.192 -2.060
H 0.411 2.699 1.931
O 2.899 -2.042 1.004
O 4.083 -3.828 1.525
H -2.618 -0.293 4.424
C -1.454 2.125 -0.816
C 1.333 -0.836 -3.647
H 2.258 1.592 -6.500
C -1.513 1.537 4.458
H -1.866 1.826 5.435
C 0.917 -2.796 3.508
*
```

Results
Kohn-Sham gap (spin up / spin down), eV: 6.0 / 6.1

8.
ORCA calculation (ωB97M-V/def2-TZVPD) on a single C24H20BrN3O2 molecule.

The geometry in ORCA input format:
```
! wB97M-V def2-TZVPD RIJCOSX def2/J DEFGRID3
* xyz 0 1
C 3.369 -2.205 1.839
H 0.427 -3.700 -1.200
C -0.306 5.858 0.235
H 1.595 -0.112 2.362
H 0.032 1.055 -1.318
C -3.389 1.356 0.319
H -6.517 0.570 1.393
O 2.111 -0.668 0.429
N -0.117 -1.678 -1.115
H -2.145 4.758 0.457
C -0.935 1.106 -0.843
C -5.198 -0.751 0.323
H 3.390 -4.702 -1.074
N -2.553 2.403 0.333
H 2.259 -1.402 -1.997
C 3.382 -4.001 -0.252
N 0.980 5.858 -0.075
C 2.765 -2.773 -0.430
H 4.459 -5.306 1.060
H -3.735 -1.876 -0.754
O -1.952 -1.791 -2.433
C 3.986 -4.343 0.946
C 2.097 0.279 1.471
H 3.108 0.603 1.733
C -3.052 0.112 -0.288
C -5.546 0.467 0.932
C 2.754 -1.868 0.640
C -4.656 1.501 0.928
C -1.763 0.012 -0.870
C 1.524 4.711 -0.441
C -1.100 4.726 0.197
H 1.344 2.622 -0.824
H 4.451 -3.683 2.929
C 2.113 -2.455 -1.750
H 0.380 -1.169 -0.398
H 2.583 -3.059 -2.527
H 3.377 -1.515 2.667
C -0.530 3.511 -0.190
C 0.826 3.517 -0.517
H -4.895 2.449 1.384
H 2.578 4.752 -0.687
C -1.370 2.304 -0.230
C 3.980 -3.438 1.989
H 0.220 -2.868 -2.754
H -0.714 6.816 0.528
C -1.309 -1.244 -1.559
Br -6.467 -2.169 0.351
H 1.534 1.133 1.095
C 0.610 -2.761 -1.737
C -3.984 -0.942 -0.275
*
```

Results
Kohn-Sham gap, eV: 8.2
SMILES string: COc1ccccc1CCNC(=O)c1cc(-c2ccncc2)nc2ccc(Br)cc12

These records have electronic energy values of -50741.637; -61847.888; -76279.136; -286967.643; -286966.301; -258754.230; -116837.103; -103821.341 eV, in the order they appear.
These records have relative energy (zero: lowest compared OMol25 entry of this formula, charge and spin) values of 0.000; 0.519; 0.291; 0.550; 1.892; 0.000; 1.474; 0.000 eV, in the order they appear.
These records have strongest force on any atom values of 1.19; 1.36; 3.67; 0.34; 2.54; 0.81; 2.11; 0.77 eV Å⁻¹, in the order they appear.